Density functional theory data (the ωB97M-V functional and the def2-TZVPD basis) for a single C7H5BrF4 molecule at a distorted geometry.

- E (a.u.) = -3243.14572
- E_HOMO (eV) = -9.26
- ΔE to the lowest compared entry with this formula, charge and spin (kJ/mol) = 105.9
- maximum force (Eh/bohr) = 0.04963
- SMILES string = F/C(Br)=C/C=C\C=C\C(F)(F)F
- HOMO-LUMO gap (hartree) = 0.34477

Geometry as ORCA input:
```
! RIJCOSX wB97M-V def2-TZVPD def2/J DEFGRID3
* xyz 0 1
F 2.15 2.38 -1.83
C 1.29 2.03 -0.83
Br 1.81 2.62 0.88
C 0.23 1.34 -1.04
C -0.51 0.80 0.13
C -0.18 -0.24 0.95
C 1.07 -1.03 0.86
C 1.69 -1.29 -0.29
C 2.97 -2.11 -0.43
F 3.98 -1.27 -0.82
F 3.33 -2.57 0.75
F 2.75 -3.14 -1.28
H -0.10 1.10 -1.99
H -1.51 1.24 0.06
H -0.77 -0.49 1.81
H 1.49 -1.45 1.78
H 1.34 -0.90 -1.29
*
```

Density functional theory data (the ωB97M-V functional and the def2-TZVPD basis) for C29H20BrF3N5O7S2V as an isolated structure at a distorted geometry.

- E (a.u.) = -6531.69770
- E_HOMO (spin up / spin down) (eV) = -8.57 / -8.61
- ΔE to the lowest compared entry with this formula, charge and spin (kJ/mol) = 0.0
- maximum force (Eh/bohr) = 0.02219
- ⟨S²⟩ = 2.010
- HOMO-LUMO gap (spin up / spin down) (hartree) = 0.26739 / 0.27177

Geometry as ORCA input:
```
! RIJCOSX wB97M-V def2-TZVPD def2/J DEFGRID3
* xyz 0 3
V -0.37 1.00 -1.56
Br 1.34 1.34 11.57
C 0.76 1.14 9.79
C -0.56 0.81 9.54
C -0.97 0.67 8.22
C -0.08 0.86 7.18
C 1.25 1.20 7.44
C 1.66 1.34 8.75
N -0.63 0.69 5.85
N 0.20 0.85 4.95
C -0.37 0.74 3.62
C -1.70 0.52 3.36
C -2.19 0.46 2.03
C -1.33 0.61 0.98
O -1.70 0.64 -0.31
C 0.06 0.82 1.25
N 0.86 0.95 0.15
C 2.13 1.22 0.31
C 2.72 1.32 1.58
C 1.94 1.17 2.69
C 0.55 0.90 2.55
H -1.25 0.65 10.35
H -2.00 0.41 7.98
H 1.94 1.35 6.63
H 2.69 1.61 8.98
H -2.38 0.41 4.19
H -3.25 0.32 1.85
H 2.72 1.34 -0.60
H 3.77 1.54 1.66
H 2.36 1.25 3.69
C 0.55 -5.34 -2.33
C 0.34 -3.87 -2.12
C -0.91 -3.35 -1.81
C -1.07 -1.99 -1.67
N -0.06 -1.13 -1.81
C 1.16 -1.62 -2.09
C 1.39 -2.97 -2.25
H -0.17 -5.92 -1.75
H 1.56 -5.64 -2.05
H 0.41 -5.59 -3.38
H -1.77 -4.00 -1.69
H -2.04 -1.55 -1.44
H 1.95 -0.90 -2.20
H 2.39 -3.30 -2.50
F -3.95 2.46 -1.04
C -3.12 3.50 -1.04
F -3.81 4.59 -1.37
F -2.63 3.67 0.19
S -1.73 3.26 -2.27
O -0.50 3.10 -1.43
O -1.79 4.38 -3.13
O -1.95 1.92 -2.85
O 3.46 -1.35 -5.47
S 2.74 -0.15 -5.83
O 3.26 0.68 -6.87
N 2.46 0.72 -4.46
C 1.20 0.67 -4.15
O 0.78 1.17 -3.04
C 0.30 -0.06 -5.10
C -1.06 -0.28 -5.05
C -1.64 -1.03 -6.07
C -0.87 -1.53 -7.12
C 0.51 -1.30 -7.16
C 1.05 -0.56 -6.14
H -1.68 0.13 -4.26
H -2.70 -1.21 -6.07
H -1.34 -2.09 -7.91
H 1.12 -1.69 -7.97
*
```